[1]
C2H7NS | the ωB97M-V functional and the def2-TZVPD basis

Geometry as XYZ:
```
11
Properties=species:S:1:pos:R:3:forces:R:3:mulliken_charge:R:1
C 0.093783 -0.808607 1.550738 0.1 -0.8 0.7 -0.8105
S -0.764461 0.640830 0.887277 1.2 -0.1 -0.5 -0.0926
C 0.286677 0.901614 -0.696833 -1.6 0.0 0.7 -0.5108
N -0.407197 0.426903 -1.871719 0.4 -0.2 0.0 -0.5772
H -0.593755 -1.500414 2.043092 -0.4 0.1 -0.3 0.3165
H 0.607859 -1.384526 0.779762 -0.2 0.1 -0.2 0.2455
H 0.820524 -0.632830 2.348976 0.1 0.6 -0.3 0.2862
H 0.380131 1.980474 -0.768067 0.4 0.0 0.1 0.2832
H 1.224971 0.383781 -0.542207 0.2 0.2 0.0 0.3429
H -0.246924 -0.564020 -2.001935 -0.1 0.0 0.0 0.2514
H -1.401605 0.556798 -1.729084 0.0 0.0 -0.2 0.2653
```
Positions in Å, forces in eV/Å.

As for the total energy: -14512.41483 eV. As for the SMILES: CSCN. Its LUMO energy is 1.1 eV. The value obtained for the relative energy (zero: lowest compared OMol25 entry of this formula, charge and spin) is 23.7 kJ/mol.

[2]
C2H7NS2 | the ωB97M-V functional and the def2-TZVPD basis

Geometry as XYZ:
```
12
Properties=species:S:1:pos:R:3:forces:R:3:mulliken_charge:R:1
C 0.622051 -0.988606 -0.125787 -0.3 -0.4 0.3 -0.3339
N 0.874766 -0.150356 -1.021320 1.2 -1.5 -1.5 -0.3681
C 0.157665 0.091958 -2.278984 -1.1 1.3 1.9 -0.6158
H 1.367946 -1.771192 0.093442 0.6 0.9 1.0 0.2460
H -0.311448 -1.166167 0.436503 -0.5 0.0 -0.8 0.3244
H -0.495437 -0.763330 -2.406456 0.1 -0.1 -0.6 0.2831
H -0.510719 0.961757 -2.237619 0.1 0.1 -0.1 0.2446
H 0.896260 0.256521 -3.053152 -0.1 -0.3 -0.2 0.2336
S -0.774810 -0.187983 3.117177 0.0 -0.2 0.0 -0.2160
S -1.283096 1.806096 3.058145 0.2 0.1 -0.3 -0.1483
H 0.479465 -0.010447 2.676225 0.1 -0.1 0.2 0.1861
H -1.022645 1.921749 1.741825 -0.3 0.2 0.1 0.1643
```
Positions in Å, forces in eV/Å.

As for the total energy: -25345.45624 eV. As for the SMILES: C=NC.SS. Its LUMO energy is 0.3 eV. The value obtained for the relative energy (zero: lowest compared OMol25 entry of this formula, charge and spin) is 250.1 kJ/mol.

[3]
C2H7NS2 | the ωB97M-V functional and the def2-TZVPD basis

Geometry as XYZ:
```
12
Properties=species:S:1:pos:R:3:forces:R:3:mulliken_charge:R:1
C 0.938216 1.717551 -1.448911 -0.6 0.1 0.1 -0.3013
N 0.582510 0.533139 -1.682788 0.3 -0.6 -0.1 -0.3667
H 1.314617 1.944962 -0.457285 0.1 0.1 0.1 0.2525
H 0.775107 2.540620 -2.144968 0.3 0.1 -0.1 0.2436
H 0.268900 0.387290 -2.640772 -0.2 0.3 0.0 0.2114
C -0.414264 -1.887726 1.038431 -1.0 0.3 0.9 -0.8253
S 0.597814 -0.554870 1.690568 0.4 0.3 0.1 -0.0277
S -0.741014 1.038995 1.951245 -0.1 -0.7 -0.2 -0.2235
H -0.571637 -1.808706 -0.029253 0.3 -0.1 -0.2 0.2697
H -1.386092 -1.858445 1.545704 0.1 0.1 -0.1 0.3138
H 0.029572 -2.818277 1.367545 0.3 -0.2 -0.3 0.3049
H -1.393731 0.765468 0.810486 0.0 0.4 -0.1 0.1487
```
Positions in Å, forces in eV/Å.

As for the total energy: -25346.96873 eV. As for the SMILES: C=N.CSS. Its LUMO energy is 0.6 eV. The value obtained for the relative energy (zero: lowest compared OMol25 entry of this formula, charge and spin) is 104.1 kJ/mol.

Short version: orbital gap = 9.63 8.68 8.81 eV, in the order given.
Short version: E_HOMO = -8.57 -8.35 -8.17 eV, in the order given.